Entry from the OMol25 dataset: a molecular structure, C22H35ClCoO2P2 (the ωB97M-V functional and the def2-TZVPD basis).

```
63
Properties=species:S:1:pos:R:3:forces:R:3:mulliken_charge:R:1
P 0.49807 1.28959 -1.27700 -1.07 -2.73 -0.75 1.82
P -2.29283 -1.11394 -1.24456 -1.46 -0.46 0.58 1.95
C -0.47165 0.44884 -2.72317 0.05 0.59 -0.51 -2.11
C -1.95104 0.09005 -2.55461 0.24 -0.14 0.23 -1.26
H 0.06785 -0.42722 -3.11831 -0.17 0.52 0.17 0.69
H -0.41064 1.22280 -3.49182 -0.25 -0.19 -0.44 0.79
H -2.59945 0.93210 -2.30746 0.20 0.28 -0.06 0.50
H -2.32751 -0.34034 -3.48770 -0.17 0.00 0.16 0.60
C -2.98124 -2.54345 -2.15386 0.24 -0.71 -0.36 -2.01
H -2.90327 -3.53129 -1.68118 0.03 0.63 -0.14 0.48
H -2.53564 -2.59626 -3.16009 -0.11 0.00 0.39 0.51
H -4.04795 -2.33202 -2.26308 0.12 0.13 -0.11 0.53
C -3.72386 -0.57773 -0.28472 -0.48 0.34 -0.13 -1.57
H -4.65019 -0.81132 -0.82622 0.20 0.36 0.19 0.48
H -3.59658 0.50549 -0.16170 -0.32 -0.19 0.16 0.46
H -3.77372 -1.05733 0.70402 0.16 0.15 -0.44 0.28
C 1.97234 1.34299 -2.40438 0.16 0.37 -0.13 -1.49
H 2.83435 1.85082 -1.93432 -0.43 -0.26 -0.44 0.51
H 1.65779 1.84661 -3.32892 0.50 -0.09 0.05 0.43
H 2.25800 0.30164 -2.63652 -0.17 0.32 0.11 0.36
C -0.54634 2.79929 -1.27484 -0.64 -0.44 0.19 -1.46
H -1.05803 2.93407 -0.32515 -0.07 -0.12 0.06 0.35
H -1.25705 2.61708 -2.06259 -0.35 0.49 -0.35 0.86
H -0.05280 3.77882 -1.55810 -0.23 0.53 -0.26 0.09
Co 1.41701 3.45461 -0.86150 1.21 0.14 0.65 -0.50
C -1.89468 -3.61484 0.60312 0.80 -1.02 0.40 -0.51
C -0.65436 -3.85170 0.10406 -0.52 0.16 -0.57 -0.08
C -0.16411 -3.69008 -1.31411 0.43 -1.05 -0.52 -0.82
C 0.64309 -2.32950 -1.42156 0.61 -1.27 0.10 -0.54
C 0.29461 -1.39337 -0.37312 0.46 1.23 0.50 -1.76
C -1.07513 -1.06325 0.04974 1.33 0.98 1.29 1.35
C -1.24519 -1.42876 1.56566 -1.13 -0.41 -0.20 -1.32
C -1.99134 -2.73521 1.82475 0.18 -1.30 0.39 -1.10
C 2.51288 4.97033 -1.32323 0.53 0.95 -0.67 -1.22
H -2.81483 -4.08611 0.22680 0.38 1.01 -0.56 0.56
H 0.20650 -3.94579 0.76428 -0.11 1.03 0.46 0.31
H -0.95048 -3.74610 -2.08125 0.51 -0.15 0.38 0.25
H 0.58887 -4.46315 -1.50281 -0.32 -0.10 -0.37 0.48
H 1.70761 -2.50696 -1.23050 -0.10 -0.45 -0.35 0.54
H 0.61514 -1.95556 -2.45056 -0.22 -0.12 0.01 0.05
H 1.09593 -1.01359 0.27056 -0.48 -0.13 -0.24 0.60
H -1.10480 0.04569 0.20738 0.10 -0.11 -0.85 -0.03
H -1.79566 -0.60962 2.04871 0.43 -0.14 0.18 0.44
H -0.23443 -1.53528 1.98002 -0.29 0.49 -0.22 0.51
H -1.53862 -3.25161 2.68403 -0.30 0.22 0.09 0.45
H -3.03673 -2.54395 2.03484 -0.21 -0.09 0.28 0.43
H 2.26166 5.84071 -0.68552 0.32 -0.27 -0.39 0.26
H 2.26940 5.19454 -2.37731 0.46 0.38 0.21 0.25
H 3.59358 4.71967 -1.24203 -0.48 0.29 -0.06 0.28
Cl 2.98788 -0.34677 6.51485 0.23 -0.11 0.51 -0.23
C 2.78022 0.55194 5.06430 -0.33 0.64 -0.73 0.38
C 3.51595 0.19618 3.93413 -0.35 0.05 -0.40 -0.74
C 3.18484 0.75920 2.69533 -0.41 0.43 1.35 -0.24
C 2.19668 1.75020 2.65641 -0.35 0.06 -0.48 0.34
C 1.52293 2.16800 3.79328 0.49 -0.35 0.85 -0.50
C 1.82071 1.57065 5.02132 0.16 -0.33 -0.41 -0.63
C 1.78616 2.35944 1.35469 0.64 0.54 -1.41 0.58
O 2.02950 1.64714 0.28985 0.24 1.50 2.21 -0.78
O 1.30775 3.53109 1.26920 -0.03 -1.92 0.80 -0.67
H 4.30447 -0.54316 4.02144 -0.15 -0.01 -0.03 0.40
H 3.67289 0.46156 1.79164 0.22 -0.07 -0.33 0.53
H 0.77258 2.94652 3.72313 0.11 -0.03 -0.07 0.46
H 1.30294 1.85763 5.92628 -0.04 -0.05 -0.01 0.41
```
Positions in Å, forces in eV/Å.

- Multiplicity: 4
- Relative energy (zero: lowest compared OMol25 entry of this formula, charge and spin): 136.3 kcal/mol
- Maximum force: 3.0 eV/A
- E_HOMO (spin up / spin down): -0.2087 / -0.1929 Eh
- HOMO-LUMO gap (spin up / spin down): 5.56 / 4.96 eV
- LUMO (spin up / spin down): -0.113 / -0.289 eV